Record 1
Molecular formula: C11H11N2O2
Method: DFT, ωB97M-V/def2-TZVPD

Geometry as XYZ:
```
26
Properties=species:S:1:pos:R:3:forces:R:3
O -2.43048 1.76612 0.64015 -0.622 1.148 0.412
C -2.85581 0.97899 -0.13865 -3.344 -0.893 -2.018
C -1.98630 -0.11477 -0.58198 1.421 -0.960 0.723
N -2.06715 -1.10099 -1.34306 -2.275 1.512 -0.490
C -1.29668 -2.20275 -0.99134 1.893 -1.335 1.774
C -0.46195 -1.69382 0.31019 0.999 0.303 -1.332
C 1.11999 -1.65710 0.33125 -2.769 -0.731 -5.542
C 1.47944 -0.23305 -0.01047 -2.695 -2.399 1.296
C 2.67239 0.32523 -0.10513 3.632 0.584 -0.813
C 2.75361 1.70387 -0.19262 0.928 1.435 -0.652
C 1.59969 2.48847 -0.16176 0.061 -1.740 0.292
C 0.33629 1.92329 0.00068 3.966 -2.195 -0.398
C 0.35855 0.53549 0.08329 -1.050 1.886 -0.442
N -0.82419 -0.22745 0.39701 -0.027 -1.634 0.991
O -1.13301 -0.06501 1.80653 -0.004 3.460 -0.915
H -3.98549 0.81669 -0.50729 2.119 0.937 0.782
H -0.68704 -2.64615 -1.76831 0.561 0.727 -0.525
H -1.95603 -3.10467 -0.85312 0.191 1.103 0.660
H -0.86770 -2.06380 1.20474 -0.473 -0.953 1.001
H 1.32572 -2.40052 -0.50038 0.627 0.897 0.906
H 1.51565 -2.01205 1.17794 1.435 -1.150 3.320
H 3.56366 -0.32130 -0.18109 -0.412 0.578 0.198
H 3.72299 2.25971 -0.36163 -1.108 -1.022 0.390
H 1.70457 3.51896 -0.21314 0.073 1.779 -0.162
H -0.45429 2.52611 0.10715 -2.924 1.856 0.226
H -1.14644 1.00051 1.85105 -0.202 -3.191 0.318
```
Positions in Å, forces in eV/Å.

Computed properties:
- Charge: +1
- LUMO level: -5.05 eV
- SMILES: O=CC1=NC[C@H]2Cc3ccccc3[N@@+]12O

Record 2
Molecular formula: C8H6F3N11O5SV
Method: DFT, ωB97M-V/def2-TZVPD

Geometry as XYZ:
```
35
Properties=species:S:1:pos:R:3:forces:R:3
V -0.36962 0.35180 0.16442 0.467 -0.003 0.185
N 0.89503 -1.86729 -2.03152 0.011 -0.066 0.000
C -0.34454 -2.07058 -1.53901 0.036 0.088 -0.012
N -1.17902 -3.01068 -1.84797 0.016 0.002 0.000
N -2.25356 -2.79917 -1.02838 -0.010 -0.028 -0.007
N -2.13591 -1.83137 -0.25616 0.044 0.038 -0.052
N -0.83183 -1.26140 -0.53175 -0.339 -0.131 0.040
C 1.73437 -0.92698 -1.50934 0.037 0.065 0.018
N 2.98213 -0.76057 -1.81618 0.035 -0.022 0.029
N 3.38922 0.28771 -1.04291 -0.041 0.054 -0.061
N 2.45971 0.75270 -0.32509 0.061 -0.007 0.072
N 1.32757 0.00078 -0.58918 -0.228 -0.054 -0.045
H 1.27171 -2.52679 -2.70131 -0.012 -0.001 -0.002
F -2.04446 1.77428 4.32284 -0.032 0.010 0.003
C -0.91796 1.80558 3.64823 0.005 -0.023 0.024
F 0.11565 1.90752 4.45319 0.011 -0.011 0.006
F -0.92833 2.80173 2.77893 0.006 0.017 -0.039
S -0.75640 0.18839 2.74122 -0.056 -0.027 -0.037
O -1.70187 0.31881 1.54009 0.010 0.008 0.022
O -1.00996 -0.85772 3.64253 0.039 -0.011 0.009
O 0.53562 0.22641 1.99271 0.061 0.006 -0.045
C -0.45427 4.86663 -0.90979 -0.007 0.015 -0.005
N -1.08657 3.62015 -1.37134 -0.077 -0.095 -0.104
C -2.01744 3.57905 -2.41940 0.026 -0.028 0.014
C -2.55521 2.44003 -2.86912 -0.028 0.025 -0.054
C -2.18666 1.13825 -2.31163 0.116 -0.107 0.013
O -2.53094 0.05324 -2.67516 0.005 0.003 -0.009
N -1.28076 1.28424 -1.20950 -0.171 0.103 -0.045
C -0.77225 2.46366 -0.81988 0.317 0.230 0.283
O 0.05309 2.28960 0.15767 -0.317 -0.071 -0.221
H -1.02329 5.69932 -1.31097 0.005 0.006 0.010
H 0.57400 4.91428 -1.26078 -0.002 0.000 -0.008
H -0.47330 4.90015 0.17586 0.001 0.000 0.001
H -2.26690 4.54281 -2.83898 0.010 0.010 0.015
H -3.26574 2.44764 -3.68175 -0.002 0.005 0.003
```
Positions in Å, forces in eV/Å.

Computed properties:
- Charge: +1
- LUMO level: -7.41 eV

Record 3
Molecular formula: C3H9NO3
Method: DFT, ωB97M-V/def2-TZVPD

Geometry as XYZ:
```
16
Properties=species:S:1:pos:R:3:forces:R:3
N -1.65273 1.44905 1.13621 -0.044 0.221 -0.050
C -0.49307 0.93564 0.57292 -1.429 0.274 -1.566
O -0.33331 -0.25655 0.47871 0.448 -0.300 0.351
C 0.33507 1.96272 -0.18951 0.766 0.235 1.124
C 1.66977 1.40031 -0.69176 -0.605 -0.304 0.477
O 1.88339 1.63218 -2.06783 0.117 -0.084 -0.285
H -2.47711 0.89765 0.93268 0.211 -0.226 0.434
H -1.82883 2.42776 0.96878 0.146 0.053 0.033
H -0.26043 2.40686 -0.98123 -0.158 -0.318 -0.293
H 0.52554 2.80088 0.49326 -0.016 -0.018 -0.039
H 2.43688 1.85528 -0.07122 0.478 0.043 -0.368
H 1.67301 0.32641 -0.49821 0.035 0.050 0.139
H 1.78736 0.78214 -2.51630 0.048 0.360 0.037
O -1.19865 -5.78360 0.85494 0.017 0.013 -0.015
H -0.98197 -4.91718 0.49545 -0.020 -0.023 0.027
H -1.98297 -6.06601 0.37572 0.007 0.023 -0.006
```
Positions in Å, forces in eV/Å.

Computed properties:
- LUMO level: 0.65 eV
- SMILES: NC(=O)CCO.O

Record 4
Molecular formula: C26H21F3MnN7O
Method: DFT, ωB97M-V/def2-TZVPD

Geometry as XYZ:
```
59
Properties=species:S:1:pos:R:3:forces:R:3
Mn 0.56023 -0.81265 0.35856 -0.334 1.361 -0.101
C -1.90103 -4.35134 0.56346 -0.604 0.090 0.105
C -3.22732 -3.90678 0.38834 0.242 0.589 0.199
C -3.49986 -2.55100 0.29872 1.952 1.361 0.279
C -2.39938 -1.59295 0.36252 -0.355 -2.248 -0.659
N -1.11904 -2.08265 0.46690 0.517 1.306 0.144
C -0.88552 -3.40927 0.60906 0.004 -0.705 -0.269
N -2.71229 -0.26194 0.28191 0.683 0.946 0.848
C -1.93966 0.68280 0.73228 -1.316 -0.426 0.366
N -0.61767 0.59331 1.14260 2.113 -0.623 -1.167
C -0.20201 1.80439 1.75584 -2.522 -0.896 0.776
N 0.83134 1.99713 2.54846 0.915 -0.082 0.333
C 1.79852 1.10041 2.80646 0.126 0.800 0.923
C 2.72593 1.41948 3.92088 -1.314 -0.031 -0.771
C 3.86633 0.67227 4.11829 1.282 0.158 -0.348
C 4.08307 -0.38969 3.21135 1.303 0.577 1.976
C 3.08513 -0.71980 2.33224 -1.576 -1.361 -2.237
N 1.95129 -0.03160 2.08363 0.666 -0.786 -0.360
C -1.37100 2.69230 1.82876 0.008 -1.943 -1.160
C -1.58255 3.86004 2.53777 0.432 0.648 0.471
C -2.85120 4.39719 2.50383 -0.905 0.553 -0.120
C -3.91514 3.71984 1.90000 -0.813 0.576 -0.084
C -3.73070 2.50388 1.24583 -0.748 -1.577 -0.286
C -2.46806 1.98997 1.18509 1.678 0.994 0.227
H -1.76474 -5.43286 0.70264 0.464 0.681 -0.114
H -4.04119 -4.62073 0.37271 0.032 -0.010 -0.064
H -4.48317 -2.10544 0.24355 -0.087 -0.241 -0.152
H 0.15491 -3.74004 0.73032 -0.373 0.257 -0.021
H 2.43130 2.23724 4.57846 0.195 -0.025 -0.349
H 4.67496 0.98598 4.84743 -1.320 -0.568 -0.758
H 5.02421 -0.97773 3.27533 -0.924 0.366 -0.207
H 3.17512 -1.60619 1.68092 0.298 0.488 0.559
H -0.80753 4.32723 3.14500 -0.029 -0.086 -0.385
H -3.10012 5.37083 2.92594 0.396 -0.322 0.239
H -4.94268 4.14347 1.94287 0.950 -0.269 0.013
H -4.56924 1.87496 0.89159 0.440 0.746 0.060
C 3.40317 1.44697 -1.12250 0.151 -1.369 0.438
C 3.69804 -0.04332 -1.05763 1.011 -0.270 -0.196
N 4.91786 -0.37786 -1.51571 -0.380 -0.863 -0.248
O 2.94974 -0.95717 -0.59456 -0.694 1.097 -0.027
H 3.96589 1.92184 -0.31065 -0.245 0.100 -0.121
H 2.33119 1.55210 -0.99014 -0.039 0.535 -0.189
H 3.80198 1.79334 -2.07521 -0.431 0.374 0.065
H 5.58336 0.24888 -1.99830 -0.865 -0.485 0.574
H 5.07226 -1.39136 -1.59383 0.294 0.764 0.068
F -3.27433 -0.99283 -5.18358 2.000 0.024 0.166
C -1.91188 -1.08341 -5.44173 -2.767 -1.261 -4.254
F -1.74171 -2.26956 -6.13558 0.145 1.255 1.764
F -1.64374 -0.13527 -6.39665 0.105 -0.558 1.981
C -1.13497 -0.97519 -4.19393 1.196 1.155 1.259
C -0.14910 -1.87131 -3.78112 0.079 -0.733 -0.534
C 0.57543 -1.65148 -2.62782 -0.720 -0.183 0.314
N 0.28141 -0.62974 -1.82133 0.510 0.256 1.660
C -0.53915 0.32094 -2.26141 -0.859 1.151 -0.270
C -1.27955 0.20125 -3.43262 0.373 -0.788 0.188
H 0.07840 -2.81450 -4.27670 -0.232 0.431 -0.411
H 1.35312 -2.32620 -2.31261 0.034 -0.219 0.132
H -0.58497 1.27644 -1.70899 -0.173 -0.814 -0.024
H -1.98369 0.97736 -3.68694 0.032 0.103 -0.240
```
Positions in Å, forces in eV/Å.

Computed properties:
- Multiplicity: 4
- Charge: +3
- LUMO level (spin up / spin down): -12.01 / -12.80 eV

One value per record, in order, for energy relative to the best compared isomer or geometry (same formula, charge and spin): 1.427; 0.000; 1.150; 0.000 eV.